1.
Molecular formula: C45H41F7O
Method: DFT, ωB97M-V/def2-TZVPD

Geometry as ORCA input:
```
! wB97M-V def2-TZVPD RIJCOSX def2/J DEFGRID3
* xyz 0 1
F 20.8973 19.0362 -13.8563
C 19.7845 19.5445 -14.3977
C 18.5972 18.8306 -14.3259
C 17.4120 19.3853 -14.7948
C 17.4414 20.6355 -15.4153
C 18.6458 21.3110 -15.5756
C 19.7924 20.7818 -14.9928
H 18.5725 17.8337 -13.9086
H 16.5154 18.7881 -14.7214
H 16.5417 21.0708 -15.8326
H 18.6916 22.2853 -16.0391
H 20.6974 21.3804 -14.9628
F 14.0894 16.6558 -10.0515
C 14.7130 17.4677 -9.1755
C 14.5686 18.8411 -9.2723
C 15.1841 19.6875 -8.3707
C 15.9572 19.1192 -7.3623
C 16.1380 17.7469 -7.2842
C 15.5236 16.9155 -8.2033
H 14.0092 19.2167 -10.1241
H 15.0992 20.7591 -8.4709
H 16.4289 19.7898 -6.6530
H 16.7588 17.3275 -6.5039
H 15.7281 15.8527 -8.1889
F 18.6987 9.8757 -7.6097
C 19.1456 10.8091 -8.4906
C 20.4883 10.9003 -8.7648
C 20.9101 11.8885 -9.6547
C 19.9869 12.7518 -10.2163
C 18.6394 12.6777 -9.8749
C 18.2186 11.6884 -9.0030
H 21.2207 10.2059 -8.3771
H 21.9705 12.0049 -9.8321
H 20.2346 13.5457 -10.9121
H 17.9161 13.3375 -10.3298
H 17.1778 11.5286 -8.7475
F 14.7714 19.3027 -12.8732
C 13.6270 18.9545 -13.4964
C 12.8958 17.8857 -13.0171
C 11.7062 17.5411 -13.6523
C 11.3184 18.2322 -14.8028
C 12.0532 19.2903 -15.3087
C 13.2196 19.6426 -14.6182
H 13.1712 17.2839 -12.1614
H 11.0799 16.7515 -13.2639
H 10.4004 17.8834 -15.2651
H 11.7528 19.8639 -16.1708
H 13.7955 20.4773 -15.0021
F 12.5061 12.7851 -10.8493
C 12.7402 11.4743 -10.6369
C 14.0320 10.9958 -10.6343
C 14.2732 9.6628 -10.3355
C 13.2184 8.8345 -9.9770
C 11.9110 9.2946 -10.0415
C 11.6769 10.6277 -10.3617
H 14.8742 11.6495 -10.8274
H 15.2800 9.2754 -10.2540
H 13.4218 7.8342 -9.6145
H 11.0761 8.6455 -9.8177
H 10.6749 11.0373 -10.4113
F 18.3197 15.5460 -14.3400
C 17.1190 15.3203 -13.7744
C 15.9718 15.4365 -14.5526
C 14.7360 15.2275 -13.9690
C 14.6672 14.7954 -12.6393
C 15.8067 14.7453 -11.8476
C 17.0435 15.0146 -12.4338
H 15.9893 15.8111 -15.5693
H 13.8036 15.3106 -14.5102
H 13.7006 14.5053 -12.2458
H 15.7456 14.3492 -10.8414
H 17.9465 14.8280 -11.8669
F 9.5623 15.7856 -15.7878
C 9.8737 14.5512 -15.3315
C 11.1484 14.0734 -15.5344
C 11.4731 12.8224 -15.0332
C 10.5783 12.1509 -14.2042
C 9.2909 12.6555 -14.0064
C 8.9348 13.8515 -14.6135
H 11.8934 14.6569 -16.0608
H 12.4352 12.3449 -15.1681
H 10.8627 11.2185 -13.7351
H 8.6493 12.0744 -13.3585
H 7.9299 14.2596 -14.6279
C 14.8486 12.8326 -6.4985
C 14.3922 13.5000 -7.7444
O 15.1075 13.5082 -8.7262
C 13.1086 14.2892 -7.7189
H 14.9005 13.5782 -5.6998
H 15.8524 12.4144 -6.5665
H 14.1896 11.9997 -6.2394
H 13.0436 14.9061 -6.8213
H 12.2134 13.6665 -7.7485
H 13.0992 14.9429 -8.5890
*
```

Values from the calculation:
structure (SMILES)	Fc1ccccc1.Fc1ccccc1.Fc1ccccc1.Fc1ccccc1.Fc1ccccc1.Fc1ccccc1.Fc1ccccc1.CC(C)=O
HOMO-LUMO gap	9.54	eV
relative energy (zero: lowest compared OMol25 entry of this formula, charge and spin)	1.21	kJ/mol
strongest force on any atom	0.0255	hartree/bohr
calculated total energy	-68399.366	eV

Löwdin population analysis, charges in e, atoms 1 to 6: 0.07 -0.29 0.00 -0.07 -0.09 -0.08

2.
Molecular formula: C43H83BBr22F5IN2O3P
Method: DFT, ωB97M-V/def2-TZVPD

Geometry as ORCA input:
```
! wB97M-V def2-TZVPD RIJCOSX def2/J DEFGRID3
* xyz 1 1
C 4.5866 -2.7154 4.9023
C 3.6535 -1.7734 4.1298
C 4.2222 -0.3720 3.8232
F 5.5666 -0.3551 4.1851
C 4.1375 0.3401 2.3951
F 5.4093 0.9490 2.2728
C 4.1911 -0.5467 1.0810
C 4.7257 0.1878 -0.1733
C 5.1730 -1.7818 1.2053
C 6.6959 -1.5460 1.0506
C 7.6247 -1.0249 2.1428
I 8.2057 -2.4389 3.6264
N 2.7469 -0.9904 0.6493
P 2.4255 -2.7891 0.4286
O 2.8136 -3.0361 -0.9744
C 1.4972 -0.2323 1.1651
Br 0.9843 -1.1369 2.8068
C 0.3893 -0.5315 0.0925
C -0.9370 -1.2447 0.3822
C -1.4792 -1.5990 -1.0410
C -2.0120 -0.4095 1.0737
C 1.8136 1.3088 1.3945
C 1.9899 1.8647 -0.0630
B 1.2943 3.2074 -0.6055
O 0.3821 3.1464 -1.6488
O 1.7445 4.4093 -0.1527
C 0.5383 2.0715 1.9048
F -0.3536 2.1824 0.8900
F 0.8938 3.3226 2.2240
F -0.1151 1.5591 2.9239
C 3.1372 1.5765 2.3840
C 3.8056 2.8167 1.6636
N 4.7231 3.6538 2.4091
C 4.9469 4.9326 1.7296
C 2.8991 2.1373 3.8545
Br 1.6655 1.2649 5.1331
C 4.1845 2.3522 4.7250
C 4.2214 3.7308 5.3990
H 5.0528 -2.2295 5.7571
H 5.3440 -3.1749 4.2723
H 3.9676 -3.5330 5.2896
H 3.3203 -2.3134 3.2538
H 2.7541 -1.6403 4.7322
H 3.7427 0.2827 4.5445
H 5.4313 0.9771 0.0549
H 3.9473 0.5853 -0.8124
H 5.2376 -0.5367 -0.8087
H 4.9744 -2.4476 2.0354
H 4.9434 -2.3773 0.3098
H 7.0793 -2.5483 0.8196
H 6.9301 -0.9961 0.1372
H 8.5850 -0.8099 1.6718
H 7.3066 -0.1184 2.6386
H 2.7439 -0.7850 -0.3557
H 1.0785 -2.9240 0.7516
H 3.2139 -3.3998 1.3984
H 0.8706 -1.0854 -0.7278
H 0.1104 0.3937 -0.4087
H -0.8520 -2.2253 0.8554
H -1.2540 -0.8165 -1.7701
H -2.5516 -1.7805 -1.0150
H -1.0088 -2.5202 -1.3964
H -1.8326 -0.1986 2.1296
H -2.9187 -1.0041 1.0499
H -2.2123 0.5054 0.5131
H 1.7100 1.1200 -0.8109
H 3.0200 2.0807 -0.2966
H -0.4877 2.8058 -1.4235
H 1.0711 5.0915 -0.2902
H 4.2732 2.4941 0.7395
H 2.9748 3.4772 1.4249
H 5.6076 3.1941 2.5642
H 5.9614 5.2794 1.9328
H 4.8310 4.8632 0.6411
H 4.2616 5.6963 2.1057
H 2.4603 3.1228 3.7284
H 5.0992 2.1544 4.1754
H 4.1860 1.6143 5.5297
H 3.2206 4.1555 5.4913
H 4.6382 3.6413 6.4035
H 4.8490 4.4277 4.8459
Br -2.7980 -4.8791 -1.6994
C -2.1490 -4.9870 -3.5261
C -0.8218 -5.6952 -3.5908
Br 0.6245 -4.5895 -2.8980
H -2.0884 -3.9658 -3.8909
H -2.9049 -5.5304 -4.0877
H -0.5609 -5.9280 -4.6205
H -0.8178 -6.6033 -2.9971
Br 9.0264 -1.5038 7.7239
C 7.1416 -1.3665 7.2745
C 6.7987 -0.0683 6.5939
Br 6.7412 1.4323 7.8269
H 6.5886 -1.5117 8.1971
H 6.9479 -2.1920 6.5928
H 5.8057 -0.1279 6.1547
H 7.5219 0.1847 5.8249
Br -0.1130 -2.4325 5.7149
C -0.1732 -2.6229 7.6525
C 0.4487 -1.4497 8.3528
Br 2.3876 -1.4670 8.2564
H 0.3155 -3.5635 7.8808
H -1.2305 -2.6854 7.8993
H 0.1994 -1.4810 9.4107
H 0.1249 -0.5043 7.9283
Br -5.4223 -0.6979 -1.2860
C -6.4975 0.4777 -0.1650
C -5.6350 0.9592 0.9694
Br -5.3092 -0.4991 2.2083
H -7.3580 -0.0915 0.1716
H -6.8332 1.3007 -0.7927
H -6.0859 1.7691 1.5380
H -4.6611 1.2669 0.6006
Br -9.3156 -1.6983 -2.4916
C -9.6409 -2.8113 -0.9307
C -8.3569 -3.2167 -0.2566
Br -7.4134 -4.6000 -1.2386
H -10.2147 -3.6667 -1.2720
H -10.2503 -2.2064 -0.2630
H -8.5640 -3.6402 0.7236
H -7.6618 -2.3882 -0.1580
Br -2.5681 5.3529 -2.7885
C -2.9716 6.7280 -1.4786
C -1.7613 7.0802 -0.6569
Br -1.3465 5.6628 0.6171
H -3.7808 6.3425 -0.8671
H -3.3143 7.5970 -2.0352
H -1.9400 7.9735 -0.0635
H -0.8746 7.2153 -1.2675
Br -12.3679 -3.4632 -6.2041
C -12.5501 -1.5459 -6.4604
C -12.0240 -0.7686 -5.2832
Br -13.2223 -0.8462 -3.7582
H -13.6028 -1.3532 -6.6391
H -11.9765 -1.3096 -7.3537
H -11.9337 0.2855 -5.5357
H -11.0666 -1.1491 -4.9402
Br -3.4486 -1.8664 -4.0070
C -5.1909 -1.5085 -4.7980
C -5.1648 -0.2696 -5.6583
Br -5.0986 1.3145 -4.5356
H -5.8849 -1.4141 -3.9677
H -5.4378 -2.3874 -5.3895
H -6.0804 -0.1989 -6.2406
H -4.3034 -0.2289 -6.3180
Br 0.0009 -0.6484 -7.9444
C -0.2975 -1.8618 -6.4578
C -0.5401 -3.2649 -6.9456
Br -2.3096 -3.4355 -7.7275
H -1.1474 -1.4751 -5.9051
H 0.5979 -1.8196 -5.8407
H -0.5020 -3.9727 -6.1203
H 0.1672 -3.5578 -7.7148
Br -2.4800 1.7520 -9.7839
C -1.1288 3.0761 -9.3540
C -0.3453 3.4993 -10.5674
Br 0.9190 2.1302 -11.1189
H -0.4894 2.6298 -8.5974
H -1.6643 3.9216 -8.9298
H 0.2497 4.3818 -10.3435
H -0.9869 3.6946 -11.4203
*
```

Values from the calculation:
HOMO-LUMO gap	8.64	eV
strongest force on any atom	0.0271	hartree/bohr
calculated total energy	-1627643.842	eV

Löwdin population analysis, charges in e, atoms 1 to 6: -0.08 -0.25 -0.23 -0.06 -0.17 -0.01

3.
Molecular formula: CH2ClFS
Method: DFT, ωB97M-V/def2-TZVPD

Geometry as ORCA input:
```
! wB97M-V def2-TZVPD RIJCOSX def2/J DEFGRID3
* xyz 0 1
C 0.3295 -1.1869 1.8127
F 0.1373 -2.4389 1.3166
S 0.0020 -0.0181 -1.2561
Cl -0.9592 -0.2996 2.3389
H 1.3664 -0.8565 2.0951
H 0.1630 -1.2506 -1.4767
*
```

Values from the calculation:
HOMO-LUMO gap (spin up / spin down)	9.77 / 6.23	eV
relative energy (zero: lowest compared OMol25 entry of this formula, charge and spin)	291.85	kJ/mol
strongest force on any atom	0.0504	hartree/bohr
calculated total energy	-27140.987	eV

Computed Löwdin charges, given in elementary charges: -0.70 -0.07 0.37 0.68 0.09 -0.37

4.
Molecular formula: C24H44F7N3O8
Method: DFT, ωB97M-V/def2-TZVPD

Geometry as ORCA input:
```
! wB97M-V def2-TZVPD RIJCOSX def2/J DEFGRID3
* xyz 0 1
C -1.9964 -4.9035 -4.2437
C -1.8845 -3.7465 -5.2269
O -0.6734 -3.0331 -5.0287
C -0.7763 -1.6503 -4.7595
C 0.3278 -1.2810 -3.7846
O 0.3754 0.1302 -3.7050
C 1.4481 0.6274 -2.9219
C 1.0339 2.0105 -2.4355
O 2.2135 2.7671 -2.2958
C 2.0540 4.1625 -2.1421
C 1.6948 4.9013 -3.4379
N 0.5744 5.8313 -3.2646
C 0.1010 6.3435 -4.5532
C 0.1756 1.9369 -1.1351
C -1.0774 2.8359 -1.2007
C -2.2373 2.0160 -1.7715
N -3.5022 2.7171 -2.0098
C -3.9774 2.7055 -3.3969
C -3.1028 3.3124 -4.5023
C -3.6893 3.9031 -1.2626
C -3.4923 5.2517 -1.9131
O -3.9611 3.8336 -0.0956
N 1.0176 2.1298 0.0433
F 0.6481 1.1052 0.9707
H -2.3828 -4.5794 -3.2749
H -2.6396 -5.6939 -4.6375
H -1.0009 -5.3269 -4.0857
H -2.7362 -3.0631 -5.1241
H -1.8993 -4.1207 -6.2582
H -0.6570 -1.0649 -5.6803
H -1.7541 -1.4181 -4.3182
H 0.1164 -1.7133 -2.7959
H 1.2820 -1.6932 -4.1398
H 2.3706 0.7042 -3.5089
H 1.6301 -0.0459 -2.0717
H 0.3736 2.4293 -3.2115
H 1.3005 4.3989 -1.3759
H 3.0175 4.5139 -1.7645
H 2.5898 5.4245 -3.8078
H 1.4112 4.1772 -4.2085
H 0.9012 6.6314 -2.7332
H -0.6066 5.6423 -5.0010
H 0.9151 6.5043 -5.2762
H -0.4119 7.2965 -4.4091
H -0.1906 0.9068 -1.0692
H -0.8737 3.7186 -1.8214
H -1.3301 3.1918 -0.1961
H -2.4139 1.1837 -1.0754
H -1.9131 1.5631 -2.7163
H -4.9683 3.1707 -3.4091
H -4.1429 1.6480 -3.6306
H -3.2746 4.3839 -4.6161
H -3.3595 2.8512 -5.4603
H -2.0378 3.1439 -4.3174
H -4.4571 5.6682 -2.2177
H -2.8160 5.2202 -2.7630
H -3.0644 5.9071 -1.1515
H 0.7156 2.9555 0.5538
C -0.5184 0.1065 3.7919
C 0.3440 -1.0880 4.1218
O 0.8428 -1.0175 5.4816
C 0.0136 -1.4202 6.4274
O -1.0933 -1.8541 6.3019
C 0.7082 -1.3087 7.8055
F 1.3401 -0.1403 7.9493
F 1.6193 -2.2954 7.9204
F -0.1780 -1.4434 8.7873
H 0.0335 1.0313 3.9581
H -0.8110 0.0660 2.7444
H -1.4200 0.1234 4.4036
H 1.2406 -1.1115 3.5073
H -0.1945 -2.0263 3.9958
C 1.8208 -5.7335 7.5343
C 3.3209 -5.5622 7.5855
O 3.9967 -6.8425 7.5649
C 4.1485 -7.3996 6.3751
O 3.8070 -6.9659 5.3147
C 4.9049 -8.7415 6.5232
F 4.4094 -9.4740 7.5277
F 6.2010 -8.4995 6.7783
F 4.8199 -9.4481 5.3989
H 1.4805 -6.3695 8.3517
H 1.3406 -4.7615 7.6272
H 1.5098 -6.1842 6.5925
H 3.6385 -5.1042 8.5191
H 3.6876 -4.9581 6.7567
*
```

Values from the calculation:
structure (SMILES)	CCOCCOC[C@H](OCCNC)[C@H](CCN(CC)C(C)=O)NF.CCOC(=O)C(F)(F)F.CCOC(=O)C(F)(F)F
HOMO-LUMO gap	9.60	eV
strongest force on any atom	0.0205	hartree/bohr
calculated total energy	-65471.182	eV

Löwdin population analysis, charges in e, atoms 1 to 6: -0.07 -0.27 -0.15 -0.19 -0.19 -0.14